## i
The following is a DFT calculation (the ωB97M-V functional and the def2-TZVPD basis) of 2 unconnected molecules or ions with the total composition C3H11N3O.

Summary:
Structure (SMILES) = C/C=N/C.NNO
Total charge = 0
Frontier orbital gap = 0.33620 Ha

Each line ends with the natural charge from an NBO analysis.
Geometry (Å):
C1 1.43637 1.06104 0.71170  -0.676
C2 1.19127 -0.15441 -0.11121  0.152
N1 0.42655 -0.12754 -1.14516  -0.469
C3 0.41239 -1.25997 -2.04042  -0.437
H1 0.74069 1.85693 0.45187  0.228
H2 1.30280 0.83483 1.76974  0.242
H3 2.46415 1.39725 0.57169  0.236
H4 1.86264 -1.00388 0.06515  0.165
H5 0.75593 -2.19499 -1.57919  0.185
H6 1.01523 -1.03185 -2.92253  0.212
H7 -0.61863 -1.43306 -2.36413  0.219
N2 -1.62707 0.75926 1.88816  -0.692
N3 -1.64136 -0.39430 1.07172  -0.177
O1 -2.00686 -0.11613 -0.23519  -0.627
H8 -2.54533 0.84231 2.31556  0.353
H9 -1.45731 1.60373 1.33802  0.331
H10 -0.65073 -0.73864 1.03604  0.297
H11 -1.06075 0.09942 -0.82179  0.458

## ii
The following is a DFT calculation (the ωB97M-V functional and the def2-TZVPD basis) of a single C3H11N3O molecule.

Summary:
Structure (SMILES) = CC(C)(N)ONN
Total charge = 0
Frontier orbital gap = 0.37885 Ha

Each line ends with the natural charge from an NBO analysis.
Geometry (Å):
C1 0.52137 -1.24555 0.76110  -0.645
C2 0.65630 0.16352 0.19598  0.406
C3 1.76860 0.21972 -0.84680  -0.639
N1 0.93943 1.09064 1.24679  -0.824
O1 -0.66826 0.72709 -0.26770  -0.500
N2 -1.61128 0.05308 -1.13996  -0.200
N3 -2.79513 -0.26357 -0.47457  -0.656
H1 -0.29945 -1.29516 1.47402  0.208
H2 0.33533 -1.95375 -0.04223  0.219
H3 1.44391 -1.50348 1.27245  0.226
H4 1.88303 1.23135 -1.22548  0.212
H5 1.54250 -0.44413 -1.67512  0.219
H6 2.69809 -0.08634 -0.38054  0.223
H7 1.07040 2.02139 0.86702  0.363
H8 0.12217 1.13897 1.85681  0.365
H9 -1.83162 0.76980 -1.82914  0.340
H10 -2.65001 -1.10654 0.06557  0.349
H11 -3.12540 0.48298 0.14179  0.334

Stability summary - winner: ii; margin: 28.0 kcal/mol.

## i
The following is a DFT calculation (the ωB97M-V functional and the def2-TZVPD basis) of 2 unconnected molecules or ions with the total composition C5H15NOS.

Summary:
Structure (SMILES) = CCCNCCS.O
Total charge = 0
Frontier orbital gap = 0.33532 Ha

Each line ends with the natural charge from an NBO analysis.
Geometry (Å):
C1 0.48010 0.65060 1.90347  -0.614
C2 -0.48346 1.25297 0.89391  -0.424
C3 0.24357 1.53381 -0.48184  -0.212
N1 -0.45288 1.18109 -1.68987  -0.638
C4 -0.34693 -0.16536 -2.19316  -0.222
C5 -1.09938 -1.24401 -1.41534  -0.544
S1 -2.88549 -1.15505 -1.70022  -0.047
H1 0.61264 -0.40184 1.67059  0.193
H2 1.42687 1.18547 1.94014  0.204
H3 0.19235 0.76761 2.95349  0.214
H4 -1.32504 0.57871 0.73622  0.193
H5 -0.82623 2.24076 1.19018  0.203
H6 1.24945 1.12402 -0.45429  0.185
H7 0.39906 2.59664 -0.49677  0.192
H8 -1.38545 1.55828 -1.74776  0.367
H9 0.71275 -0.43248 -2.14642  0.188
H10 -0.57334 -0.14454 -3.25135  0.201
H11 -0.71934 -2.22293 -1.73544  0.221
H12 -0.83341 -1.14015 -0.36560  0.217
H13 -3.23321 -0.67049 -0.50450  0.122
O1 3.24267 -2.60294 2.38506  -0.935
H14 3.29557 -1.66716 2.16870  0.469
H15 2.30913 -2.82304 2.34078  0.468

## ii
The following is a DFT calculation (the ωB97M-V functional and the def2-TZVPD basis) of 2 unconnected molecules or ions with the total composition C5H15NOS.

Summary:
Structure (SMILES) = CN[C@H](C)CCS.O
Total charge = 0
Frontier orbital gap = 0.31806 Ha

Each line ends with the natural charge from an NBO analysis.
Geometry (Å):
C1 -1.98554 -1.24196 -1.15320  -0.423
N1 -0.74668 -0.64285 -0.68766  -0.680
C2 -0.18444 -1.09610 0.54629  -0.007
C3 -0.88517 -0.29978 1.75063  -0.636
C4 1.37761 -0.73336 0.57238  -0.430
C5 1.64766 0.65791 0.13331  -0.514
S1 3.32509 1.41248 0.43572  -0.057
H1 -2.26847 -2.29696 -0.78045  0.211
H2 -1.92313 -1.41051 -2.28579  0.188
H3 -2.74789 -0.39760 -0.99200  0.187
H4 -0.65704 0.27453 -0.85049  0.372
H5 -0.21920 -2.21156 0.62254  0.201
H6 -0.76575 0.70550 1.53983  0.195
H7 -0.48972 -0.64090 2.69288  0.204
H8 -1.96139 -0.40500 1.69762  0.211
H9 2.03341 -1.52551 0.07982  0.215
H10 1.55953 -0.88581 1.68162  0.198
H11 0.80190 1.23062 0.58481  0.216
H12 1.56343 0.73032 -1.08003  0.212
H13 3.23815 1.42250 1.86107  0.130
O1 -0.50577 2.28540 -1.96105  -0.961
H14 -0.31016 3.27520 -1.95827  0.491
H15 0.10356 1.79346 -2.44958  0.476

Stability summary - winner: i; margin: 28.6 kcal/mol.

## i
The following is a DFT calculation (the ωB97M-V functional and the def2-TZVPD basis) of 3 unconnected molecules or ions with the total composition C4H10NOS2.

Summary:
Total charge = -1
Frontier orbital gap = 0.15833 Ha

Each line ends with the natural charge from an NBO analysis.
Geometry (Å):
N1 -1.96169 -0.73361 -1.92011  -0.815
C1 -1.48936 0.58999 -1.94964  0.022
C2 4.31145 5.03200 2.00512  0.281
O1 4.14265 6.13502 1.56216  -0.494
C3 -2.08370 1.54763 -2.66625  -0.540
S1 -0.48989 -6.00802 0.29153  -0.757
S2 -0.70303 -3.94480 0.35809  -0.070
C4 -0.45316 -3.49556 2.09820  -0.757
H1 -1.32459 -1.37989 -1.45844  0.392
H2 -2.19695 -1.13941 -2.81527  0.368
H3 -0.75360 0.75883 -1.17702  0.185
H4 5.16240 4.43639 1.66727  0.104
H5 3.66024 4.54975 2.75978  0.110
H6 -2.83105 1.27658 -3.39955  0.184
H7 -1.72753 2.56419 -2.69374  0.195
H8 -1.38715 -3.45875 2.67623  0.184
H9 -0.03794 -2.48678 2.08977  0.190
H10 0.16291 -4.24356 2.57188  0.219

## ii
The following is a DFT calculation (the ωB97M-V functional and the def2-TZVPD basis) of a gas-phase ion, C4H10NOS2 (charge -1).

Summary:
Total charge = -1
Frontier orbital gap = 0.22153 Ha

Each line ends with the natural charge from an NBO analysis.
Geometry (Å):
S1 -0.36189 4.17113 0.58521  -0.637
S2 -0.78177 2.23071 -0.42050  0.303
C1 -0.15374 0.78253 0.63214  -0.556
C2 0.49147 -0.13808 -0.43065  -0.076
C3 -0.88078 -0.33165 -1.06135  -0.109
O1 -1.18753 0.93013 -1.60954  -0.789
N1 1.20971 -1.40549 -0.10056  -0.650
C4 0.44919 -2.47787 0.65470  -0.430
H1 -0.09789 5.15854 -0.31100  0.113
H2 -0.88985 0.22389 1.25507  0.190
H3 0.55118 1.13952 1.33157  0.204
H4 1.23926 0.61414 -1.10916  0.220
H5 -0.88472 -1.01535 -1.89706  0.149
H6 -1.66629 -0.80745 -0.51754  0.148
H7 2.17352 -1.05108 0.44760  0.341
H8 1.11189 -2.97283 1.33092  0.196
H9 -0.14681 -1.92147 1.39917  0.181
H10 -0.17494 -3.12933 -0.17901  0.201

Stability summary - winner: i; margin: 69.1 kcal/mol.

## i
The following is a DFT calculation (the ωB97M-V functional and the def2-TZVPD basis) of a molecular structure, C4H3NO2.

Summary:
Total charge = 0
Frontier orbital gap = 0.32048 Ha

Each line ends with the natural charge from an NBO analysis.
Geometry (Å):
O1 2.57696 0.83628 0.34193  -0.467
C1 1.93381 0.04044 -0.28266  0.343
C2 0.74889 -0.67346 0.30388  0.305
N1 -0.15742 -1.05892 -0.48494  -0.329
C3 -1.33325 -0.43980 -0.34614  -0.196
C4 -1.29536 0.48894 0.68151  0.235
O2 -0.16837 0.53450 1.29352  -0.463
H1 2.10229 -0.12627 -1.37552  0.152
H2 -2.11257 -0.61340 -1.06094  0.218
H3 -2.11860 1.18304 0.89896  0.204

## ii
The following is a DFT calculation (the ωB97M-V functional and the def2-TZVPD basis) of a single C4H3NO2 molecule.

Summary:
Total charge = 0
Frontier orbital gap = 0.32989 Ha

Each line ends with the natural charge from an NBO analysis.
Geometry (Å):
O1 2.72843 0.77087 0.43920  -0.446
C1 2.00782 0.02537 -0.17276  0.371
C2 0.52621 -0.02409 0.02693  0.372
N1 -0.31260 -0.57151 -0.74363  -0.359
C3 -1.59099 -0.23779 -0.12599  -0.454
C4 -1.34240 0.44270 1.18238  0.290
O2 -0.02359 0.61342 1.15340  -0.454
H1 2.35754 -0.68441 -0.94305  0.145
H2 -2.35876 -1.00789 -0.20714  0.258
H3 -1.99167 0.67333 -0.60932  0.277

## iii
The following is a DFT calculation (the ωB97M-V functional and the def2-TZVPD basis) of a single C4H3NO2 molecule.

Summary:
Structure (SMILES) = C#CC(=O)ON=C
Total charge = 0
Frontier orbital gap = 0.38528 Ha

Each line ends with the natural charge from an NBO analysis.
Geometry (Å):
C1 -2.91242 -0.72500 0.26375  -0.150
C2 -1.82575 -0.28026 -0.19686  -0.147
C3 -0.55387 0.32321 -0.06462  0.707
O1 -0.55998 1.46937 0.15443  -0.487
O2 0.54189 -0.47895 -0.43499  -0.419
N1 1.84889 0.24367 -0.21043  -0.096
C4 2.75839 -0.53928 0.29775  -0.086
H1 -4.11049 -0.88906 0.50973  0.286
H2 2.82439 -1.52677 0.56432  0.189
H3 3.69048 0.11469 0.84329  0.205

Stability summary - winner: i; margin: 9.7 kcal/mol.

## i
The following is a DFT calculation (the ωB97M-V functional and the def2-TZVPD basis) of 2 unconnected molecules or ions with the total composition C10H16.

Summary:
⟨S²⟩ = 0.761
Total charge = -1
Frontier orbital gap (spin up / spin down) = 0.08806 / 0.24105 Ha
Multiplicity = 2

Each line ends with the natural charge from an NBO analysis.
Geometry (Å):
C1 0.34602 -2.49760 1.31574  -0.410
C2 1.59523 -1.76759 0.87626  -0.622
C3 0.45542 -4.03852 1.24876  -0.611
H1 0.07745 -2.17003 2.31872  0.196
H2 -0.46375 -2.25415 0.63289  0.210
H3 1.46942 -0.68798 0.99031  0.232
H4 0.39912 -4.44343 2.26613  0.195
H5 -0.26606 -4.55502 0.61369  0.201
H6 1.86633 -1.94019 -0.16131  0.205
H7 2.46509 -1.90844 1.53077  0.188
H8 1.43891 -4.34980 0.90440  0.197
C4 -1.63888 0.41369 0.26797  -0.625
C5 -0.74562 3.88829 -1.04172  -0.395
C6 0.37432 3.60272 -1.83663  -0.230
C7 -1.44304 2.81139 -0.41441  -0.361
C8 -0.92804 1.51956 -0.45121  -0.023
C9 0.82161 2.30782 -2.00713  -0.369
C10 0.27078 1.28465 -1.14310  -0.401
H9 -1.13179 4.89962 -1.04546  0.173
H10 0.75789 4.42577 -2.44090  0.170
H11 -2.39842 2.95939 0.08813  0.170
H12 1.40940 1.98667 -2.86140  0.171
H13 -2.09283 0.73200 1.21470  0.192
H14 -0.95628 -0.37366 0.60171  0.191
H15 0.69319 0.28809 -1.13308  0.166
H16 -2.37547 -0.13326 -0.33381  0.191

## ii
The following is a DFT calculation (the ωB97M-V functional and the def2-TZVPD basis) of 2 unconnected molecules or ions with the total composition C10H16.

Summary:
⟨S²⟩ = 0.762
Total charge = -1
Frontier orbital gap (spin up / spin down) = 0.11106 / 0.25173 Ha
Multiplicity = 2

Each line ends with the natural charge from an NBO analysis.
Geometry (Å):
C1 3.16406 -0.61351 -1.32989  -0.625
C2 2.19032 -0.13545 0.85992  -0.453
C3 2.03711 -0.92219 -0.36444  -0.027
C4 1.24465 -0.44465 1.89718  -0.344
C5 0.28137 -1.44996 1.68908  -0.251
C6 1.22395 -1.99633 -0.50963  -0.323
C7 0.16749 -2.14124 0.52511  -0.406
H1 3.08401 0.43780 1.04763  0.179
H2 1.26185 0.00034 2.88704  0.171
H3 3.04751 -0.83382 -2.39415  0.187
H4 4.10383 -1.11081 -1.01410  0.188
H5 -0.39482 -1.68332 2.51386  0.173
H6 1.21565 -2.79516 -1.23370  0.182
H7 -0.68043 -2.75558 0.22656  0.167
H8 3.46371 0.42799 -1.24841  0.194
C8 -1.79788 1.28846 -0.09643  -0.414
C9 -2.69010 0.44584 -1.01398  -0.621
C10 -2.35409 2.68418 0.20928  -0.604
H9 -0.84844 1.33573 -0.63648  0.213
H10 -1.57604 0.77926 0.84146  0.227
H11 -2.09194 -0.12794 -1.73147  0.216
H12 -3.15545 -0.40573 -0.50516  0.206
H13 -2.28309 3.34239 -0.65553  0.191
H14 -3.42064 1.02003 -1.58634  0.183
H15 -1.82689 3.12408 1.05235  0.204
H16 -3.36567 2.52961 0.57027  0.188

Stability summary - winner: i; margin: 7.0 kcal/mol.

## i
The following is a DFT calculation (the ωB97M-V functional and the def2-TZVPD basis) of a single C5H10S molecule.

Summary:
Structure (SMILES) = C=CCCSC
Total charge = 0
Frontier orbital gap = 0.34996 Ha

Each line ends with the natural charge from an NBO analysis.
Geometry (Å):
C1 -2.19820 -2.17040 0.48970  -0.394
C2 -1.24508 -1.19209 0.50169  -0.176
C3 -0.35517 -0.89385 -0.70374  -0.466
C4 0.74041 0.15095 -0.43818  -0.516
S1 0.10843 1.82197 -0.34143  0.195
C5 1.63276 2.49332 0.24851  -0.751
H1 -2.81945 -2.38629 1.29648  0.195
H2 -2.37739 -2.76087 -0.38386  0.181
H3 -1.24146 -0.55316 1.41996  0.208
H4 -0.99610 -0.66330 -1.56522  0.228
H5 0.12600 -1.84288 -0.97918  0.225
H6 1.43499 0.25787 -1.27512  0.218
H7 1.20237 0.03946 0.51870  0.210
H8 2.05124 1.75972 0.98943  0.204
H9 1.62544 3.43940 0.74573  0.235
H10 2.31121 2.50014 -0.52348  0.203

## ii
The following is a DFT calculation (the ωB97M-V functional and the def2-TZVPD basis) of a single C5H10S molecule.

Summary:
Structure (SMILES) = C=C(C)SCC
Total charge = 0
Frontier orbital gap = 0.34680 Ha

Each line ends with the natural charge from an NBO analysis.
Geometry (Å):
C1 1.80708 1.36348 -0.17714  -0.384
C2 1.38046 0.10888 -0.25626  -0.165
C3 2.33101 -1.06208 -0.00564  -0.656
S1 -0.26620 -0.17438 -0.79153  0.166
C4 -1.53977 0.01628 0.50382  -0.506
C5 -2.84341 -0.05725 -0.26197  -0.651
H1 2.65198 1.55335 0.43132  0.194
H2 1.18664 2.18099 -0.64394  0.213
H3 2.98890 -1.16254 -0.90592  0.225
H4 2.96286 -0.83339 0.86115  0.220
H5 1.72328 -1.96610 0.09396  0.225
H6 -1.32342 -0.82420 1.20605  0.215
H7 -1.29136 0.98748 1.03863  0.219
H8 -3.09572 -1.09894 -0.57432  0.232
H9 -3.01367 0.81701 -0.88792  0.233
H10 -3.65867 0.15142 0.36968  0.223

## iii
The following is a DFT calculation (the ωB97M-V functional and the def2-TZVPD basis) of a single C5H10S molecule.

Summary:
Structure (SMILES) = C=CSC(C)C
Total charge = 0
Frontier orbital gap = 0.34664 Ha

Each line ends with the natural charge from an NBO analysis.
Geometry (Å):
C1 2.66257 0.23515 0.25779  -0.389
C2 1.53761 0.14756 -0.35772  -0.422
S1 0.25748 -0.90022 -0.00490  0.266
C3 -1.12085 0.29359 -0.44542  -0.342
C4 -0.99075 1.54151 0.25330  -0.634
C5 -2.18297 -0.65392 0.16524  -0.655
H1 3.46229 0.90237 -0.03216  0.207
H2 3.02306 -0.70470 1.07846  0.188
H3 1.28331 0.80928 -1.22812  0.208
H4 -1.04456 0.56015 -1.53778  0.227
H5 -1.88902 2.43180 0.25062  0.227
H6 -0.67856 1.40121 1.46460  0.219
H7 -0.20291 2.13481 -0.18735  0.219
H8 -2.20595 -1.81023 0.02227  0.242
H9 -2.11748 -0.50863 1.30112  0.229
H10 -3.18352 -0.19590 -0.29245  0.213

Stability summary - winner: i; margin: 7.6 kcal/mol.